# 1
{
  "formula": "C20H22ClN3OS",
  "method": "the ωB97M-V functional and the def2-TZVPD basis",
  "e_lumo_ev": 0.614,
  "multiplicity": 1,
  "relative_energy_kj_mol": 104.0,
  "gap_ev": 8.933,
  "smiles": "CN1CCN(CCC(=O)N2c3ccccc3Sc3ccc(Cl)cc32)CC1",
  "e_homo_ev": -8.32,
  "symbols": ["Cl", "S", "O", "N", "N", "N", "C", "C", "C", "C", "C", "C", "C", "C", "C", "C", "C", "C", "C", "C", "C", "C", "C", "C", "C", "C", "H", "H", "H", "H", "H", "H", "H", "H", "H", "H", "H", "H", "H", "H", "H", "H", "H", "H", "H", "H", "H", "H"],
  "positions_angstrom": [[-1.3964, 3.6869, 1.4890], [2.1474, 0.0581, -2.1653], [1.6079, -2.3232, 1.9083], [-5.1135, -0.8694, -0.2203], [1.6149, -0.3831, 0.7491], [-2.3807, -1.6101, -0.3600], [-0.3625, 2.9388, -0.8892], [4.6813, -0.5316, -1.3191], [-0.9892, -1.8297, -0.0679], [0.9682, 0.7462, 0.2105], [-3.3062, -2.3368, 0.4851], [0.9787, -1.4190, 1.4074], [-0.4425, 2.6709, 0.4698], [-0.5271, -1.4097, 1.3533], [2.9816, -0.5252, 0.3917], [0.4355, 2.1418, -1.6866], [-4.1759, -0.1427, -1.0550], [5.6292, -0.8707, -0.3707], [0.2318, 1.5973, 1.0268], [-6.4713, -0.7424, -0.7001], [-4.7017, -2.2576, -0.1259], [1.1066, 1.0552, -1.1433], [-2.7788, -0.2209, -0.4471], [3.3602, -0.3634, -0.9376], [3.9434, -0.8377, 1.3409], [5.2604, -1.0194, 0.9557], [3.6471, -0.9638, 2.3689], [-5.4116, -2.7893, 0.5120], [-0.4158, -1.2761, -0.8168], [-4.4918, 0.9020, -1.1079], [-6.6062, -1.1532, -1.7135], [-2.0691, 0.3140, -1.0834], [4.9505, -0.4078, -2.3567], [-0.9403, -0.4313, 1.5830], [-2.8053, 0.2700, 0.5409], [0.5380, 2.3485, -2.7402], [-6.7470, 0.3111, -0.7127], [-4.1442, -0.5543, -2.0798], [-0.8874, -2.1339, 2.0841], [-0.7797, -2.8944, -0.2035], [-7.1393, -1.2692, -0.0201], [-0.9005, 3.7720, -1.3108], [-2.9867, -3.3795, 0.5414], [-4.6874, -2.7420, -1.1186], [0.1838, 1.4160, 2.0893], [-3.3472, -1.9191, 1.5045], [5.9996, -1.2794, 1.6973], [6.6559, -1.0145, -0.6702]],
  "forces_ev_per_angstrom": [[-0.114, 0.120, 0.116], [-0.067, -0.120, 0.268], [-0.023, -0.128, 0.028], [0.046, -0.038, -0.054], [0.451, 0.146, -0.247], [-0.175, -0.019, -0.018], [-0.058, 0.004, 0.094], [-0.003, -0.028, 0.055], [0.153, 0.047, 0.069], [-0.364, 0.525, -0.172], [-0.191, -0.120, -0.185], [-0.435, -0.215, 0.166], [0.129, -0.200, -0.134], [-0.203, -0.215, -0.110], [0.460, -0.122, -0.019], [0.019, -0.108, 0.132], [0.206, 0.184, 0.152], [0.028, -0.047, -0.082], [-0.001, 0.123, -0.124], [0.050, 0.005, 0.041], [0.123, -0.062, 0.272], [0.155, -0.216, -0.037], [-0.139, 0.076, -0.223], [-0.287, 0.104, -0.097], [0.040, 0.041, -0.013], [-0.031, 0.025, 0.052], [-0.019, -0.005, 0.068], [0.000, -0.019, -0.036], [0.062, -0.091, 0.016], [-0.002, -0.011, -0.035], [-0.009, -0.010, -0.026], [0.023, 0.023, 0.023], [0.072, 0.061, -0.098], [-0.034, -0.052, 0.068], [0.029, 0.041, -0.033], [0.028, 0.089, -0.114], [-0.080, 0.028, -0.029], [-0.010, 0.038, 0.021], [0.088, 0.112, 0.032], [0.098, 0.058, -0.008], [-0.090, -0.005, -0.015], [-0.059, 0.106, -0.012], [0.001, -0.013, 0.045], [-0.015, -0.008, 0.045], [-0.020, -0.008, 0.089], [0.000, -0.067, 0.017], [0.069, -0.019, 0.070], [0.100, -0.010, -0.019]]
}

---

# 2
{
  "formula": "C20H22ClN4O2RbSe2",
  "method": "the ωB97M-V functional and the def2-TZVPD basis",
  "e_lumo_ev": -0.217,
  "multiplicity": 1,
  "relative_energy_kj_mol": 14.7,
  "gap_ev": 8.285,
  "e_homo_ev": -8.50,
  "symbols": ["Rb", "Se", "Se", "Cl", "O", "O", "N", "N", "N", "N", "C", "C", "C", "C", "C", "C", "C", "C", "C", "C", "C", "C", "C", "C", "C", "C", "C", "C", "C", "C", "H", "H", "H", "H", "H", "H", "H", "H", "H", "H", "H", "H", "H", "H", "H", "H", "H", "H", "H", "H", "H", "H"],
  "positions_angstrom": [[0.0676, 0.0164, -1.2084], [-2.8275, 3.3834, 0.0490], [-3.4781, 1.9049, -1.6039], [5.0262, -5.7984, 4.1942], [1.0213, -1.7053, 0.7036], [-0.4205, -3.3387, 1.1924], [-2.7105, -0.4114, -0.2242], [-0.1866, 0.9394, 1.5971], [2.6777, 0.6627, 0.1763], [-0.3141, 3.0594, -1.2633], [4.0726, -3.6965, 2.7843], [-2.8879, -1.5035, 0.5247], [-0.3737, 4.6845, 0.4899], [0.6394, 1.6119, 2.5977], [1.8017, -3.5581, 1.9686], [-5.2316, -1.0793, 0.7134], [0.9497, 5.0068, 0.2658], [3.7814, -4.9332, 3.3351], [0.9668, 3.3831, -1.4665], [-0.9567, 3.7011, -0.3074], [0.7024, -2.8158, 1.2275], [2.5212, -5.4957, 3.2176], [2.9161, 1.5227, 1.3460], [1.5367, -4.8000, 2.5332], [2.0894, 1.1442, 2.5733], [-4.1369, -1.8688, 1.0140], [-5.0504, 0.0585, -0.0616], [-3.7659, 0.3432, -0.4975], [3.0754, -3.0162, 2.1019], [1.6417, 4.3444, -0.7395], [5.0641, -3.2783, 2.8921], [3.2850, -2.0458, 1.6662], [3.9719, 1.4890, 1.6378], [3.5457, 0.5274, -0.3276], [2.6786, 4.5620, -0.9524], [0.5408, -5.2077, 2.4249], [1.4360, 5.7653, 0.8657], [-6.2171, -1.3399, 1.0778], [-0.0613, -0.0700, 1.6681], [-4.2356, -2.7614, 1.6159], [2.5790, 1.5828, 3.4472], [-1.9997, -2.1016, 0.7289], [-1.1684, 1.1385, 1.7529], [2.3655, -0.2621, 0.4780], [2.1248, 0.0580, 2.7138], [1.4756, 2.8408, -2.2562], [0.2607, 1.4632, 3.6177], [0.6103, 2.6897, 2.4040], [2.6973, 2.5627, 1.0803], [-0.9508, 5.1851, 1.2569], [-5.8733, 0.7100, -0.3175], [2.3199, -6.4626, 3.6579]],
  "forces_ev_per_angstrom": [[-0.059, 0.027, -0.056], [0.009, 0.024, 0.001], [0.000, -0.014, -0.015], [0.009, -0.004, 0.006], [0.055, 0.032, 0.025], [-0.040, -0.032, 0.007], [0.038, -0.010, -0.038], [0.013, -0.014, -0.001], [-0.002, -0.021, -0.010], [0.001, 0.013, 0.019], [-0.010, -0.011, 0.013], [0.022, 0.000, 0.017], [0.013, 0.013, -0.001], [-0.001, 0.009, 0.024], [0.073, 0.020, 0.019], [-0.022, -0.015, 0.014], [0.000, 0.003, 0.000], [0.003, 0.005, -0.004], [0.007, 0.005, -0.003], [-0.017, -0.017, 0.001], [-0.027, -0.006, -0.028], [-0.010, 0.007, -0.008], [0.030, -0.002, 0.006], [0.000, -0.004, 0.008], [-0.003, -0.003, -0.001], [0.007, 0.007, -0.003], [0.025, -0.013, 0.006], [-0.028, 0.031, -0.013], [0.002, 0.058, -0.022], [-0.013, -0.011, -0.007], [0.000, -0.001, 0.000], [-0.036, -0.083, 0.008], [-0.006, 0.009, 0.003], [-0.006, 0.013, -0.010], [0.000, 0.002, 0.000], [0.000, 0.001, -0.003], [-0.002, 0.000, 0.000], [-0.004, 0.009, -0.005], [0.006, 0.005, 0.002], [0.017, -0.005, -0.002], [0.005, -0.008, -0.004], [-0.045, -0.034, 0.025], [-0.003, 0.000, -0.008], [0.003, 0.009, 0.038], [-0.010, -0.001, -0.004], [0.003, 0.002, 0.000], [0.000, 0.007, 0.000], [-0.004, -0.003, -0.001], [0.006, -0.002, 0.005], [0.002, 0.000, 0.002], [-0.002, 0.002, 0.000], [0.000, -0.002, 0.000]]
}

---

multiplicity of number 2 (C20H22ClN4O2RbSe2)? 1